Record 1
A 2-piece molecular cluster, C4H12 overall, computed with wB97M-V/def2-TZVPD.

XYZ file:
```
16
C4H12, DFT wB97M-V/def2-TZVPD
C 1.641 0.702 -0.718
C 2.553 -0.115 0.156
H 1.578 1.765 -0.486
H 1.976 0.987 -1.760
H 0.666 0.341 -0.755
H 3.625 0.156 0.128
H 2.287 -0.169 1.123
H 2.566 -1.233 -0.246
C -2.407 0.280 0.819
C -1.892 -0.767 -0.154
H -1.798 0.283 1.696
H -2.516 1.278 0.449
H -3.406 -0.062 1.029
H -0.805 -0.621 -0.404
H -2.503 -1.094 -1.102
H -1.566 -1.731 0.226
```

Computed properties:
- maximum force (eV/Å) = 5.5
- energy relative to the best compared isomer or geometry (same formula, charge and spin) (kcal per mole) = 31.7
- HOMO energy (hartree) = -0.401
- E_tot (hartree) = -159.53452
- Kohn-Sham gap (eV) = 12.0

=====

Record 2
A 2-piece molecular cluster, C4H12 overall, computed with wB97M-V/def2-TZVPD.

XYZ file:
```
16
C4H12, DFT wB97M-V/def2-TZVPD
C 1.451 -1.163 -1.265
C 2.467 -0.372 -0.437
H 0.481 -0.668 -1.341
H 1.904 -1.389 -2.237
H 1.345 -2.201 -0.919
H 2.053 0.128 0.433
H 2.789 0.483 -1.041
H 3.340 -1.001 -0.279
C -1.512 1.397 0.975
C -2.448 0.196 0.830
H -1.948 2.112 1.662
H -0.481 1.144 1.250
H -1.359 1.841 0.003
H -1.924 -0.758 0.723
H -3.086 0.203 -0.061
H -3.073 0.050 1.704
```

Computed properties:
- maximum force (eV/Å) = 1.2
- energy relative to the best compared isomer or geometry (same formula, charge and spin) (kcal per mole) = 8.5
- HOMO energy (hartree) = -0.420
- E_tot (hartree) = -159.57150
- Kohn-Sham gap (eV) = 12.6

=====

Record 3
A 2-piece molecular cluster, C4H12 overall, computed with wB97M-V/def2-TZVPD.

XYZ file:
```
16
C4H12, DFT wB97M-V/def2-TZVPD
C -0.196 2.821 0.239
C -0.904 1.593 -0.510
H 0.022 3.473 -0.600
H -0.926 3.255 1.011
H 0.787 2.544 0.701
H -1.093 0.817 0.170
H -1.872 1.899 -0.989
H -0.160 1.137 -1.192
C -0.105 -1.942 -0.170
C 1.184 -2.443 0.419
H -1.030 -2.072 0.469
H 0.161 -0.920 -0.183
H -0.414 -2.386 -1.116
H 1.542 -1.680 1.068
H 2.007 -2.738 -0.291
H 0.998 -3.358 0.975
```

Computed properties:
- maximum force (eV/Å) = 2.4
- energy relative to the best compared isomer or geometry (same formula, charge and spin) (kcal per mole) = 19.3
- HOMO energy (hartree) = -0.416
- E_tot (hartree) = -159.55426
- Kohn-Sham gap (eV) = 12.4

=====

Record 4
A 2-piece molecular cluster, C4H12 overall, computed with wB97M-V/def2-TZVPD.

XYZ file:
```
16
C4H12, DFT wB97M-V/def2-TZVPD
C -1.732 -0.126 -0.654
C -2.615 -1.293 -0.210
H -1.262 0.346 0.214
H -0.941 -0.472 -1.322
H -2.309 0.631 -1.189
H -2.022 -2.052 0.298
H -3.404 -0.956 0.467
H -3.093 -1.756 -1.072
C 1.952 0.870 -0.292
C 2.397 0.541 1.138
H 2.727 1.415 -0.828
H 1.736 -0.048 -0.842
H 1.033 1.456 -0.277
H 1.610 -0.007 1.657
H 2.577 1.467 1.685
H 3.303 -0.062 1.159
```

Computed properties:
- maximum force (eV/Å) = 0.4
- energy relative to the best compared isomer or geometry (same formula, charge and spin) (kcal per mole) = 0.1
- HOMO energy (hartree) = -0.437
- E_tot (hartree) = -159.58480
- Kohn-Sham gap (eV) = 13.0

=====

Record 5
A 2-piece molecular cluster, C4H12 overall, computed with wB97M-V/def2-TZVPD.

XYZ file:
```
16
C4H12, DFT wB97M-V/def2-TZVPD
C -0.333 1.275 1.448
C -1.835 1.664 1.580
H 0.101 0.690 2.234
H -0.052 0.796 0.519
H 0.118 2.289 1.479
H -2.197 1.623 0.518
H -2.487 0.894 2.067
H -2.110 2.552 2.101
C 1.824 -1.552 -1.671
C 0.360 -1.280 -1.343
H 2.216 -2.579 -1.463
H 1.874 -1.667 -2.705
H 2.625 -0.961 -1.234
H 0.284 -0.408 -0.735
H 0.001 -2.096 -0.686
H -0.389 -1.238 -2.106
```

Computed properties:
- maximum force (eV/Å) = 3.6
- energy relative to the best compared isomer or geometry (same formula, charge and spin) (kcal per mole) = 23.8
- HOMO energy (hartree) = -0.411
- E_tot (hartree) = -159.54708
- Kohn-Sham gap (eV) = 12.3

=====

Record 6
A 2-piece molecular cluster, C4H12 overall, computed with wB97M-V/def2-TZVPD.

XYZ file:
```
16
C4H12, DFT wB97M-V/def2-TZVPD
C -0.475 1.642 -0.287
C -1.151 2.234 -1.520
H 0.138 2.418 0.181
H -1.124 1.217 0.478
H 0.222 0.860 -0.568
H -1.851 3.018 -1.262
H -1.491 1.490 -2.234
H -0.384 2.712 -2.147
C 0.808 -1.409 0.395
C 0.717 -2.485 1.445
H -0.166 -1.266 -0.069
H 1.129 -0.438 0.759
H 1.567 -1.622 -0.361
H -0.091 -2.309 2.157
H 1.675 -2.586 1.959
H 0.478 -3.476 1.073
```

Computed properties:
- maximum force (eV/Å) = 1.3
- energy relative to the best compared isomer or geometry (same formula, charge and spin) (kcal per mole) = 6.5
- HOMO energy (hartree) = -0.426
- E_tot (hartree) = -159.57459
- Kohn-Sham gap (eV) = 12.7

=====

Record 7
A 2-piece molecular cluster, C4H12 overall, computed with wB97M-V/def2-TZVPD.

XYZ file:
```
16
C4H12, DFT wB97M-V/def2-TZVPD
C 0.286 -1.311 -1.638
C -0.629 -0.109 -1.817
H 0.932 -1.378 -2.509
H 0.930 -1.221 -0.757
H -0.272 -2.170 -1.355
H -1.483 -0.149 -1.150
H -0.985 0.054 -2.831
H -0.166 0.820 -1.475
C 0.829 0.994 1.879
C -0.487 0.296 1.528
H 1.306 0.707 2.818
H 1.524 0.805 1.080
H 0.682 2.064 2.000
H -1.234 0.546 2.268
H -0.379 -0.762 1.315
H -0.856 0.813 0.646
```

Computed properties:
- maximum force (eV/Å) = 1.4
- energy relative to the best compared isomer or geometry (same formula, charge and spin) (kcal per mole) = 8.1
- HOMO energy (hartree) = -0.423
- E_tot (hartree) = -159.57213
- Kohn-Sham gap (eV) = 12.7

=====

Record 8
A 2-piece molecular cluster, C4H12 overall, computed with wB97M-V/def2-TZVPD.

XYZ file:
```
16
C4H12, DFT wB97M-V/def2-TZVPD
C 1.543 -0.649 0.303
C 2.352 0.608 0.581
H 2.149 -1.511 0.004
H 0.905 -1.008 1.109
H 0.798 -0.523 -0.482
H 1.744 1.499 0.465
H 3.209 0.665 -0.095
H 2.768 0.555 1.584
C -1.928 0.583 0.089
C -1.992 -0.541 -0.943
H -2.935 0.825 0.424
H -1.265 0.283 0.892
H -1.589 1.532 -0.338
H -2.293 -1.473 -0.470
H -2.648 -0.305 -1.781
H -1.010 -0.725 -1.377
```

Computed properties:
- maximum force (eV/Å) = 1.1
- energy relative to the best compared isomer or geometry (same formula, charge and spin) (kcal per mole) = 3.6
- HOMO energy (hartree) = -0.425
- E_tot (hartree) = -159.57920
- Kohn-Sham gap (eV) = 12.8